C64H71ClN2O16PS3 | ωB97M-V/def2-TZVPD

Last column: Löwdin charge in e.
Element x y z (Å)
C  3.013737  -2.733946  1.453441  -0.109
C  3.507007  -2.674470  2.911489  -0.255
C  3.707002  -1.215699  3.378579  -0.226
C  3.311523  -0.984761  4.840591  -0.216
C  3.715587  0.389047  5.407849  -0.211
C  3.024179  1.560466  4.696409  -0.193
C  3.775675  2.109545  3.460366  -0.189
C  2.735638  2.636103  2.480358  -0.203
N  3.267833  3.055487  1.162228  -0.220
C  4.400703  3.989348  1.253238  -0.205
C  5.738689  3.236317  1.028932  -0.167
C  6.555016  3.745475  -0.179465  -0.206
C  7.104678  2.596818  -1.051829  -0.212
C  6.108891  2.194163  -2.163222  -0.194
C  6.462649  2.790192  -3.539455  -0.213
C  7.223379  1.777731  -4.428054  -0.264
C  6.260844  0.913958  -5.253141  -0.125
C  2.170859  3.498557  0.391898  -1.112
S  1.643135  5.039401  0.236272  0.673
S  1.418633  2.099387  -0.353361  0.958
C  -0.348380  2.475605  -0.453855  -0.446
C  -1.182246  1.533360  0.427220  -0.214
C  -0.843092  0.032813  0.305539  -0.255
N  -1.991771  -0.718369  -0.290849  -0.340
P  -2.486615  -2.033516  0.651273  0.339
S  -2.676811  -1.734829  2.571147  0.176
C  -1.580939  -1.112790  -1.649418  -0.628
Cl  -2.853069  -2.116375  -2.467524  0.626
C  -1.353820  0.155355  -2.540468  -0.819
O  -2.261298  0.979301  -2.544545  -0.025
O  -0.244863  0.160504  -3.093999  -0.033
H  3.242305  -3.694358  0.984440  0.063
H  1.926586  -2.606960  1.430594  0.066
H  3.481449  -1.935265  0.871609  0.072
H  4.473419  -3.184622  2.982194  0.099
H  2.795339  -3.177316  3.573327  0.101
H  3.117580  -0.556236  2.729941  0.102
H  4.760267  -0.935206  3.255072  0.114
H  2.230805  -1.125659  4.955354  0.113
H  3.807903  -1.749593  5.455717  0.111
H  3.374793  0.385605  6.454304  0.103
H  4.804654  0.504873  5.432614  0.100
H  2.784880  2.393074  5.364327  0.110
H  2.059368  1.181188  4.326413  0.100
H  4.441408  2.904809  3.798490  0.078
H  4.398352  1.347971  2.986821  0.104
H  2.030352  1.819935  2.284129  0.094
H  2.140965  3.456205  2.917210  0.132
H  4.416490  4.502522  2.222273  0.113
H  4.306505  4.762358  0.491963  0.074
H  5.494979  2.184404  0.846554  0.105
H  6.354713  3.259638  1.935486  0.103
H  7.400662  4.343965  0.177554  0.101
H  5.950106  4.388717  -0.826081  0.105
H  7.391848  1.738964  -0.434126  0.105
H  8.031014  2.952558  -1.522880  0.100
H  5.115053  2.553150  -1.875380  0.107
H  6.080509  1.104009  -2.267292  0.105
H  5.544625  3.065851  -4.069427  0.103
H  7.061357  3.702789  -3.449449  0.103
H  7.800919  1.113389  -3.776611  0.089
H  7.923438  2.279948  -5.103663  0.097
H  5.545318  1.533096  -5.800277  0.072
H  6.805122  0.290977  -5.970317  0.063
H  5.708080  0.237681  -4.594816  0.062
H  -0.479264  3.505510  -0.107699  0.036
H  -0.652521  2.446701  -1.503024  0.069
H  -2.224646  1.647893  0.111489  0.115
H  -1.140947  1.871010  1.469777  0.103
H  0.040342  -0.131668  -0.316254  0.083
H  -0.609323  -0.370011  1.297571  0.063
H  -1.616112  -3.103319  0.340294  -0.007
H  -3.705603  -2.424497  0.101565  -0.043
H  -0.684279  -1.741060  -1.650866  0.094
C  6.671793  -4.009471  -6.047163  0.021
C  6.498835  -2.971573  -5.232883  0.027
C  7.621768  -2.434074  -4.423469  -0.378
O  7.464285  -1.488751  -3.683985  0.101
C  8.944257  -3.096304  -4.558953  0.023
C  9.115532  -4.133764  -5.373078  0.016
C  7.992560  -4.672011  -6.182355  -0.390
O  8.152907  -5.616736  -6.925457  0.100
H  5.868201  -4.418823  -6.645845  0.122
H  5.544950  -2.472040  -5.119051  0.126
H  9.747494  -2.685660  -3.960308  0.121
H  10.069167  -4.633261  -5.487726  0.119
C  -4.197844  -4.957685  5.271499  0.023
C  -3.114172  -4.190021  5.172512  0.012
C  -2.095592  -4.174094  6.251600  -0.373
O  -1.099671  -3.485961  6.175804  0.090
C  -2.329871  -5.037071  7.438543  0.022
C  -3.414971  -5.799383  7.531973  0.014
C  -4.434874  -5.820832  6.452814  -0.391
O  -5.421930  -6.521383  6.541805  0.095
H  -4.955637  -4.987297  4.498605  0.123
H  -2.936135  -3.554681  4.306540  0.006
H  -1.571747  -5.003955  8.210864  0.121
H  -3.608723  -6.435543  8.386431  0.118
C  -8.568000  -0.722711  -3.382735  0.015
C  -8.410740  -0.524694  -4.687727  0.025
C  -7.063031  -0.541921  -5.310850  -0.371
O  -6.929192  -0.361949  -6.506192  0.081
C  -5.900071  -0.788644  -4.428038  0.032
C  -6.055420  -0.990959  -3.121795  0.016
C  -7.400853  -0.975333  -2.498210  -0.375
O  -7.557799  -1.173009  -1.311355  0.105
H  -9.541103  -0.706602  -2.909734  0.088
H  -9.246949  -0.340649  -5.351613  0.119
H  -4.924913  -0.792944  -4.899160  0.125
H  -5.213976  -1.172101  -2.466858  0.056
C  7.334706  3.380912  8.556119  0.019
C  7.105724  2.753380  7.406017  0.025
C  6.539935  3.472454  6.237095  -0.372
O  6.327648  2.901465  5.189892  0.101
C  6.237116  4.916579  6.400114  0.028
C  6.465801  5.543533  7.550744  0.020
C  7.034260  4.825893  8.719385  -0.389
O  7.245719  5.396938  9.767495  0.102
H  7.746339  2.878203  9.421989  0.121
H  7.315890  1.700887  7.263788  0.123
H  5.822846  5.418648  5.534645  0.124
H  6.252246  6.595152  7.693040  0.122
C  -1.570423  1.732043  8.072029  0.013
C  -1.401650  2.629606  7.105612  0.017
C  -1.264932  2.214228  5.685262  -0.387
O  -1.105988  3.034571  4.807563  0.104
C  -1.325898  0.762833  5.387214  0.023
C  -1.491869  -0.136063  6.353881  0.031
C  -1.629340  0.278125  7.771486  -0.383
O  -1.785062  -0.534428  8.659407  0.096
H  -1.672222  2.009656  9.113746  0.117
H  -1.354973  3.693934  7.299350  0.118
H  -1.226913  0.481042  4.345083  0.094
H  -1.533464  -1.198633  6.153039  0.094
C  -8.013565  0.949643  -9.286059  0.027
C  -7.937380  -0.130395  -10.059581  0.025
C  -8.182333  -0.054509  -11.519492  -0.390
O  -8.118205  -1.037648  -12.227699  0.096
C  -8.514336  1.276439  -12.090012  0.013
C  -8.591272  2.357587  -11.319912  0.015
C  -8.346907  2.279389  -9.855613  -0.382
O  -8.421318  3.268116  -9.158858  0.108
H  -7.834314  0.905593  -8.219399  0.095
H  -7.693662  -1.107603  -9.662422  0.123
H  -8.687912  1.308257  -13.158308  0.118
H  -8.832592  3.337102  -11.713234  0.118
C  -13.487278  -2.276168  -4.014261  0.021
C  -13.891297  -3.541130  -4.084738  0.019
C  -13.121426  -4.633287  -3.436529  -0.387
O  -13.491217  -5.785388  -3.502339  0.106
C  -11.884933  -4.258782  -2.705577  0.026
C  -11.479470  -2.993783  -2.634605  0.027
C  -12.249837  -1.902578  -3.284469  -0.376
O  -11.885697  -0.747217  -3.221479  0.098
H  -14.031127  -1.463670  -4.479105  0.121
H  -14.789747  -3.837147  -4.611088  0.121
H  -11.341150  -5.070200  -2.239080  0.124
H  -10.581889  -2.701419  -2.103679  0.117

Atoms 1-6, force components in eV/Å:
-0.021 -0.138 0.403
0.168 0.405 -0.322
-0.239 -0.121 0.174
0.639 0.075 -0.047
-0.647 -0.042 0.451
0.078 -0.304 -0.723

## Properties
2S+1 = 1
Max |F| = 1.28 eV Å⁻¹
HOMO-LUMO gap = 0.1964 hartree
Net charge = -1
Calculated total energy = -157571.368 eV